# 1
Here is C6H28F2N6O7PS2Ti as an isolated structure from OMol25. Energies are from the ωB97M-V functional and the def2-TZVPD basis.

As for the calculated total energy: -89455.3812 eV. The value obtained for the largest force on an atom is 0.17553 hartree/bohr. Its energy above the lowest of the compared OMol25 structures with the same formula, charge and spin is 250.2 kJ/mol. The spin multiplicity is 4.

XYZ file:
```
53
Properties=species:S:1:pos:R:3:forces:R:3
Ti 0.4067 0.1682 -1.6448 -0.701 -0.169 0.189
N -0.6839 -2.4298 -3.0667 -0.777 -3.200 -0.899
H -0.6995 -2.7891 -4.0105 0.002 0.700 -0.670
H -1.1224 -1.5314 -2.9229 -1.178 2.677 -0.466
H 0.2718 -2.4600 -2.7414 1.797 0.243 0.987
H -1.2672 -3.1136 -2.6059 0.028 -0.176 0.734
N 3.4743 -0.3096 -2.9163 2.441 2.233 -1.247
H 2.9154 -1.0658 -2.5477 -1.210 -2.322 1.425
H 3.9771 -0.5051 -3.7701 -0.100 -0.253 -0.355
H 4.1111 0.2087 -2.3281 0.444 -0.578 0.831
H 2.8162 0.4427 -3.0614 -0.986 0.584 -0.740
N 1.6281 1.6602 -2.9379 -3.112 -2.045 -2.818
S 1.1640 2.2833 -4.4121 -3.517 -0.433 -5.863
O 1.9463 3.3571 -4.9848 -0.435 -0.726 1.409
O -0.2792 2.2579 -4.7965 3.595 -0.244 2.059
F 1.7634 1.0365 -5.2322 -0.165 -0.339 0.363
S 1.9371 2.9795 -2.2827 3.274 5.910 5.986
O 0.9326 4.0434 -2.2034 1.515 -2.327 -0.631
O 3.3390 3.2635 -2.4373 -0.479 0.874 -0.980
F 2.0717 2.4449 -0.7813 -1.149 -0.326 0.490
O 1.7774 -1.9739 -2.0418 -0.358 -0.158 0.520
H 2.0288 -2.5514 -1.2949 -0.210 0.577 -0.545
O -1.7052 -0.1191 -2.6993 0.830 0.631 0.700
H -2.0851 0.7310 -2.9951 0.427 -0.903 -0.012
O 0.2600 0.4684 0.6508 0.166 0.885 -0.405
P -0.5245 -0.0103 1.8029 -1.807 -1.666 1.586
N -2.1974 0.1538 1.6186 -0.126 -0.574 0.360
C -3.1818 -0.4965 2.5216 0.461 -0.012 -0.879
C -2.7133 1.4189 1.0904 0.349 -0.486 -0.947
N -0.2364 0.7396 3.3172 1.715 -1.020 -2.901
C -0.8222 0.2181 4.4849 -0.679 0.176 1.081
C 0.2580 2.0870 3.3553 0.088 1.291 -0.418
N -0.2975 -1.7074 2.0110 -0.295 1.031 0.755
C -0.6422 -2.6703 0.9404 -1.091 1.273 -0.042
C 0.9081 -2.0735 2.7378 -0.258 0.066 0.387
H -4.0283 -0.8012 1.9062 -0.143 0.073 -0.061
H -3.5529 0.2139 3.2604 0.098 -0.149 0.285
H -2.7959 -1.4170 2.9596 0.177 0.276 0.184
H -2.2170 1.5175 0.1249 -0.177 0.635 -0.045
H -2.5924 2.3120 1.7033 0.398 -0.049 0.303
H -3.7852 1.3430 0.9072 0.024 -0.292 -0.090
H -0.1380 0.4201 5.3090 -0.038 -0.275 0.286
H -1.7499 0.7516 4.6917 -0.314 -0.068 0.353
H -1.0467 -0.8465 4.4192 0.156 0.082 -0.024
H 1.0131 2.2800 2.5933 0.050 -0.268 0.009
H -0.5120 2.8393 3.1838 -0.494 0.003 -0.254
H 0.6541 2.4307 4.3108 0.312 -0.796 0.293
H -0.4351 -2.2548 -0.0458 0.434 -0.044 -0.217
H -0.1787 -3.6523 1.0358 0.214 0.307 0.371
H -1.7255 -2.7902 0.9540 -0.098 -0.287 0.015
H 0.7455 -3.0548 3.1835 0.381 -0.345 -0.461
H 1.0556 -1.4566 3.6242 0.104 0.396 -0.315
H 1.7601 -1.9906 2.0629 0.415 -0.395 0.325
```
Positions in Å, forces in eV/Å.

***

# 2
Here is a 7-piece molecular cluster, C6H28N2O6 overall from OMol25. Energies are from the ωB97M-V functional and the def2-TZVPD basis.

As for the calculated total energy: -21936.8707 eV. The value obtained for the largest force on an atom is 0.03825 hartree/bohr. Its energy above the lowest of the compared OMol25 structures with the same formula, charge and spin is 582.4 kJ/mol.

XYZ file:
```
42
Properties=species:S:1:pos:R:3:forces:R:3
N 0.1964 -0.3430 -1.9232 0.366 0.236 -0.315
H -0.0274 -0.0172 -2.8526 -0.578 0.455 -0.421
H 0.8177 0.3394 -1.5128 0.879 0.815 0.248
H 0.6863 -1.2140 -2.0697 0.281 -0.720 0.411
H -0.6034 -0.4032 -1.3092 -0.636 -0.323 0.130
C 2.8959 4.3364 -3.1148 0.914 -0.638 -1.038
C 3.2315 3.9415 -1.6909 -0.753 -0.702 1.551
O 2.4224 3.0206 -1.0724 -1.291 -1.286 -0.197
H 3.6108 5.0559 -3.5140 -0.119 0.728 0.245
H 1.8719 4.6134 -3.3653 -0.065 0.255 0.568
H 3.1306 3.5102 -3.7860 -0.243 -0.645 0.023
H 3.2127 4.8082 -1.0302 0.236 1.006 -0.129
H 4.2317 3.5229 -1.5793 0.964 0.398 -0.835
O 0.5818 2.9881 2.9214 -0.302 -0.191 0.185
H 1.1778 2.9168 2.1759 0.210 0.069 -0.480
H 1.0889 3.4472 3.5910 0.096 0.118 0.138
O 4.2870 -0.3890 0.0013 -0.077 -0.576 -0.057
H 5.0816 -0.0057 0.3728 0.164 0.122 0.035
H 3.6617 0.3352 -0.0265 -0.190 0.620 -0.155
O 2.5498 -3.0644 -2.4102 -0.413 0.246 -0.006
H 2.8536 -3.9137 -2.7306 -0.028 -0.222 -0.104
H 3.3383 -2.6391 -2.0732 0.309 0.253 0.220
O -1.5723 -0.0323 -5.3986 0.149 -0.037 0.384
H -1.3231 0.2642 -6.2740 0.142 0.160 -0.204
H -2.2967 -0.6398 -5.5482 -0.215 -0.151 -0.019
C -3.0713 -2.5741 0.9277 0.176 -0.201 1.573
C -2.9455 -1.4132 1.9534 0.480 -1.044 -1.596
C -1.7379 -1.4744 2.9612 -0.780 -0.237 -0.202
O -1.6220 -2.5927 3.8110 -0.627 -0.004 0.136
C -2.6507 -2.6624 4.7871 0.490 -0.896 0.315
N -2.6924 -0.2090 1.1139 0.247 0.058 1.195
H -3.2991 -3.5130 1.4325 0.115 -0.140 0.137
H -2.0993 -2.6940 0.4492 -0.204 0.024 -0.391
H -3.9082 -2.4199 0.2467 0.309 0.313 -0.235
H -3.8926 -1.3306 2.4866 0.043 0.059 0.308
H -1.8930 -0.5694 3.5486 0.322 0.268 0.368
H -0.7570 -1.4271 2.4883 -0.242 0.220 -0.490
H -3.6177 -2.8542 4.3221 -0.211 0.499 0.138
H -2.6051 -1.8534 5.5162 -0.363 0.674 -0.469
H -2.4622 -3.5166 5.4374 0.243 -0.354 -0.356
H -3.5626 0.2674 0.9242 -0.344 -0.133 -0.334
H -2.2889 0.3982 1.8129 0.544 0.907 -0.276
```
Positions in Å, forces in eV/Å.

***

# 3
Here is a 7-piece molecular cluster, C6H28N2O6 overall from OMol25. Energies are from the ωB97M-V functional and the def2-TZVPD basis.

Its structure (SMILES) is CC(C)N(C)CCN.O.O.O.O.O.O. As for the calculated total energy: -21939.9505 eV. The value obtained for the largest force on an atom is 0.07132 hartree/bohr. Its energy above the lowest of the compared OMol25 structures with the same formula, charge and spin is 285.2 kJ/mol.

XYZ file:
```
42
Properties=species:S:1:pos:R:3:forces:R:3
N 2.6627 1.8105 -1.9246 -0.821 -1.124 0.427
C 1.3756 1.0865 -2.1147 2.178 -0.293 -0.469
C 1.1822 0.0019 -1.0656 -2.260 0.382 0.250
N -0.0440 -0.7329 -1.4812 -0.665 -0.021 -0.601
C 0.2647 -1.9739 -2.1907 0.978 0.981 0.198
C -2.0447 0.3280 -0.3540 -1.598 0.844 -0.190
C -1.1762 -0.8839 -0.5286 3.212 -1.174 1.325
C -0.5348 -1.2541 0.8741 -2.633 0.328 -0.114
H 2.5221 2.4644 -1.1666 0.485 0.324 -0.236
H 2.9949 2.2283 -2.7752 -0.055 0.426 0.026
H 1.4346 0.5122 -3.0460 -0.084 0.507 -0.196
H 0.5695 1.8112 -2.1744 -0.612 -0.373 0.157
H 0.9780 0.4666 -0.1012 0.192 0.072 0.117
H 2.0048 -0.6931 -0.9036 0.360 0.212 -0.353
H 1.0539 -1.7333 -2.9175 -0.553 -0.086 -0.340
H 0.7793 -2.7098 -1.5699 -0.323 -0.459 0.461
H -0.6326 -2.3742 -2.6514 0.141 -0.209 -0.200
H -1.9841 0.8447 0.6127 0.223 -0.493 0.104
H -3.1085 0.0707 -0.4727 0.225 -0.051 0.166
H -1.9199 1.1397 -1.0704 0.467 -0.285 -0.418
H -1.6758 -1.8119 -0.8525 0.414 1.275 0.263
H 0.1922 -2.0476 0.8761 0.601 0.062 -0.254
H -1.3562 -1.6007 1.5200 0.140 0.001 -0.006
H -0.2576 -0.3030 1.3171 0.746 -0.220 0.253
H 3.3956 -0.6593 3.0987 0.133 -0.255 -0.235
H 2.1289 0.1287 3.4145 0.303 -0.425 0.186
O 2.9884 -0.1330 3.7863 -0.523 0.337 0.124
H -0.2466 2.1847 1.4631 0.121 0.366 0.254
H -0.0334 3.6635 1.8277 -0.035 0.485 -0.285
O -0.0667 2.7890 2.2024 -0.146 -0.838 0.102
H -2.8492 -0.0673 -4.1289 -0.341 -0.577 0.277
H -2.0429 -0.5430 -2.9761 0.103 -0.164 0.157
O -2.8615 -0.7644 -3.4450 0.460 0.808 -0.359
H -1.7706 0.9121 5.0539 -0.441 0.522 -0.007
H -0.3949 0.7982 4.4121 0.524 0.716 -0.546
O -1.0268 0.3357 4.9366 -0.110 -1.173 0.512
H -2.7595 -2.4466 -1.3922 -0.523 -0.694 0.077
H -2.6304 -3.7116 -0.4618 0.615 -0.013 0.773
O -3.0713 -3.3432 -1.2099 -1.007 0.019 -1.201
H 3.1305 1.5433 2.8320 0.510 -0.012 -0.045
H 2.0303 2.5198 2.5915 -0.379 0.302 -0.199
O 2.8001 2.1469 2.1556 -0.021 -0.030 0.046
```
Positions in Å, forces in eV/Å.